A molecular structure, C43H73F6N10NiO12S2 at a distorted geometry, computed with the ωB97M-V functional and the def2-TZVPD basis.

```
147
Properties=species:S:1:pos:R:3
Ni 2.39 -1.18 1.03
C -0.68 1.63 1.21
F -0.26 1.74 2.51
F -1.66 0.69 1.02
F -1.11 2.86 0.85
S 0.95 1.27 0.20
O 0.94 2.05 -1.02
O 2.08 1.47 1.09
N 0.94 -0.49 -0.09
S 0.29 -0.60 -1.51
O -0.99 0.00 -1.76
O 1.30 -0.39 -2.56
C -0.06 -2.57 -1.44
F -0.67 -2.86 -0.28
F -0.75 -2.99 -2.43
F 1.13 -3.19 -1.56
C -0.16 5.15 6.03
C -0.62 3.98 5.20
C -2.17 4.19 5.11
O -2.36 5.63 5.35
C -1.11 6.32 5.65
H 0.85 5.47 5.79
H -0.25 4.93 7.09
H -0.29 3.03 5.63
H -0.21 3.91 4.19
H -2.50 3.53 5.91
H -2.65 3.77 4.22
H -1.13 6.96 6.53
H -0.74 6.84 4.76
C -0.01 6.63 -0.30
C -0.62 5.40 -1.12
C -1.58 6.14 -2.04
O -2.18 7.09 -1.15
C -1.24 7.51 -0.20
H 0.86 7.02 -0.83
H 0.22 6.25 0.70
H -1.09 4.69 -0.44
H 0.12 4.82 -1.66
H -2.38 5.51 -2.42
H -1.12 6.62 -2.90
H -1.67 7.27 0.77
H -0.92 8.54 -0.38
C -3.83 4.81 1.79
C -4.43 3.43 2.16
O -5.37 3.36 2.92
N -3.85 2.26 1.77
C -4.53 0.91 1.99
H -2.77 4.78 1.55
H -4.09 5.51 2.59
H -4.47 5.04 0.94
H -2.92 2.25 1.36
H -3.92 0.32 2.67
H -4.49 0.30 1.09
H -5.50 0.78 2.46
C 0.51 -0.73 4.90
C 0.60 -1.80 3.85
O 0.99 -1.43 2.70
N 0.12 -2.97 4.19
C -0.15 -4.04 3.32
H -0.15 -1.03 5.71
H 0.07 0.09 4.34
H 1.49 -0.36 5.21
H 0.18 -3.13 5.19
H -0.66 -3.68 2.42
H -0.80 -4.79 3.77
H 0.77 -4.57 3.08
C 5.57 -1.45 3.97
C 4.80 -0.34 3.28
O 3.86 -0.52 2.48
N 5.36 0.91 3.32
C 4.79 2.16 2.71
H 5.54 -2.29 3.28
H 5.09 -1.63 4.94
H 6.61 -1.14 3.99
H 6.18 1.05 3.89
H 5.04 2.12 1.65
H 5.34 3.05 3.00
H 3.79 2.51 3.01
C -5.88 -5.75 -3.98
C -4.93 -5.71 -2.73
O -4.45 -6.70 -2.15
N -4.77 -4.45 -2.26
C -3.69 -3.97 -1.32
H -6.34 -4.82 -4.31
H -6.71 -6.36 -3.60
H -5.29 -6.27 -4.73
H -5.33 -3.74 -2.71
H -4.04 -4.10 -0.30
H -3.49 -2.92 -1.55
H -2.73 -4.49 -1.35
C 2.31 -6.61 3.22
C 1.57 -7.02 1.98
O 0.78 -7.97 2.02
N 1.77 -6.31 0.84
C 0.96 -6.49 -0.34
H 1.61 -6.21 3.94
H 3.02 -5.79 3.08
H 2.76 -7.53 3.59
H 2.24 -5.42 0.95
H -0.11 -6.61 -0.17
H 1.27 -7.36 -0.91
H 1.01 -5.67 -1.06
C 6.23 -1.24 -0.14
C 5.14 -0.22 -0.58
O 3.94 -0.46 -0.29
N 5.50 0.83 -1.34
C 4.56 1.84 -1.85
H 6.01 -2.18 -0.64
H 6.21 -1.32 0.94
H 7.20 -0.83 -0.42
H 6.49 1.04 -1.39
H 4.66 1.95 -2.93
H 4.84 2.74 -1.31
H 3.61 1.34 -1.66
N -1.07 0.57 -5.10
C -0.01 -0.35 -5.17
C -0.23 -1.73 -5.22
C -1.57 -2.18 -5.10
C -2.64 -1.30 -5.03
C -2.36 0.05 -5.07
H 0.96 0.09 -5.34
H 0.63 -2.37 -5.32
H -1.83 -3.22 -5.20
H -3.65 -1.69 -4.99
H -3.12 0.82 -4.98
N 3.67 -4.91 -3.92
C 3.81 -4.85 -5.20
C 3.77 -3.64 -5.98
C 3.72 -2.46 -5.24
C 3.60 -2.55 -3.80
C 3.73 -3.79 -3.20
H 4.00 -5.81 -5.65
H 3.95 -3.64 -7.04
H 3.72 -1.46 -5.63
H 3.54 -1.66 -3.21
H 3.72 -3.85 -2.13
N -4.34 3.00 -4.54
C -5.47 2.82 -3.76
C -5.33 2.66 -2.40
C -4.02 2.58 -1.87
C -2.93 2.85 -2.72
C -3.11 3.08 -4.04
H -6.43 2.70 -4.24
H -6.19 2.35 -1.83
H -3.83 2.35 -0.83
H -1.97 2.71 -2.26
H -2.30 3.30 -4.72
```

The orbital gap (alpha / beta) comes out at 0.1522 / 0.3102 hartree. Its expectation value of S² is 3.754. The calculation puts the molecular weight at 1158.93 Da. As for the spin multiplicity: 4.

=====

A molecular structure, C43H74AsN6O4PS2W, computed with the ωB97M-V functional and the def2-TZVPD basis.

```
132
Properties=species:S:1:pos:R:3
W -1.73 -0.29 -1.85
C -2.04 -3.73 -2.66
N -1.30 -2.56 -3.21
C -0.03 -3.04 -3.81
C 1.04 -3.68 -2.90
N 1.81 -2.81 -2.02
C 1.66 -1.40 -2.24
C 1.88 -3.11 -0.63
C 3.02 -3.74 -0.15
C 3.22 -3.92 1.21
C 2.29 -3.43 2.11
C 1.14 -2.81 1.64
C 0.90 -2.67 0.28
S -0.75 -2.24 -0.20
C -2.19 -1.92 -4.16
C -2.50 -2.40 -5.42
C -3.49 -1.76 -6.15
C -4.17 -0.67 -5.60
C -3.83 -0.19 -4.34
C -2.82 -0.81 -3.62
S -2.75 1.60 -1.99
H -2.23 -4.44 -3.46
H -2.98 -3.40 -2.23
H -1.45 -4.21 -1.88
H 0.40 -2.22 -4.39
H -0.28 -3.83 -4.53
H 1.72 -4.17 -3.60
H 0.59 -4.48 -2.32
H 2.30 -0.83 -1.58
H 0.62 -1.13 -2.05
H 1.89 -1.14 -3.28
H 3.76 -4.06 -0.86
H 4.12 -4.42 1.57
H 2.45 -3.53 3.18
H 0.41 -2.43 2.34
H -2.00 -3.27 -5.84
H -3.76 -2.12 -7.13
H -4.96 -0.20 -6.16
H -4.35 0.67 -3.94
N -2.00 0.30 0.32
C -2.90 -0.56 1.10
C -3.77 0.20 2.09
C -4.53 -0.68 3.08
C -3.67 -1.57 3.99
N -2.97 -2.67 3.31
C -3.54 -3.68 2.66
N -2.80 -4.38 1.79
N -4.79 -4.05 2.92
C -3.67 -1.45 0.12
O -4.54 -2.19 0.49
O -3.25 -1.40 -1.13
H -1.02 0.31 0.67
H -2.34 1.26 0.31
H -2.26 -1.24 1.63
H -4.48 0.83 1.55
H -3.11 0.88 2.65
H -5.26 -1.29 2.54
H -5.10 -0.03 3.75
H -4.28 -1.98 4.80
H -2.89 -0.98 4.47
H -1.97 -2.62 3.24
H -2.07 -3.89 1.27
H -3.20 -5.19 1.35
H -5.31 -3.59 3.65
H -5.32 -4.56 2.24
O 0.69 0.61 0.58
P 1.49 1.57 1.44
C 1.71 3.12 0.46
C 0.57 3.33 -0.54
C -0.66 4.01 0.06
C -0.27 5.34 0.70
C 0.81 5.16 1.75
C 2.04 4.44 1.19
C 0.55 1.89 2.99
C -0.18 0.63 3.50
C 0.64 -0.26 4.43
C 1.20 0.55 5.60
C 2.04 1.71 5.09
C 1.26 2.62 4.14
C 3.12 0.85 1.88
C 4.25 1.82 2.29
C 5.03 2.42 1.12
C 5.48 1.36 0.12
C 4.31 0.50 -0.35
C 3.62 -0.16 0.84
H 2.59 2.84 -0.13
H 0.30 2.38 -1.00
H 0.96 3.98 -1.33
H -1.11 3.35 0.82
H -1.42 4.15 -0.70
H -1.15 5.82 1.14
H 0.09 6.01 -0.08
H 0.40 4.61 2.60
H 1.13 6.13 2.15
H 2.79 4.28 1.97
H 2.51 5.10 0.45
H -0.24 2.55 2.61
H -0.55 0.04 2.65
H -1.06 0.98 4.05
H 1.45 -0.74 3.88
H 0.01 -1.07 4.81
H 1.79 -0.09 6.26
H 0.37 0.94 6.20
H 2.94 1.31 4.60
H 2.40 2.31 5.93
H 1.90 3.41 3.77
H 0.48 3.11 4.73
H 2.85 0.27 2.76
H 4.95 1.24 2.89
H 3.88 2.61 2.94
H 5.90 2.95 1.52
H 4.44 3.18 0.61
H 6.22 0.71 0.59
H 5.98 1.83 -0.73
H 4.66 -0.27 -1.04
H 3.59 1.11 -0.92
H 4.34 -0.80 1.34
H 2.79 -0.80 0.53
C 1.86 1.69 -4.34
As -0.03 1.45 -4.37
C -0.59 0.57 -5.96
C -0.87 3.16 -4.19
O -0.33 0.40 -3.05
H 2.14 2.41 -5.11
H 2.35 0.74 -4.52
H 2.14 2.07 -3.36
H -0.33 1.20 -6.81
H -1.67 0.42 -5.92
H -0.08 -0.39 -6.03
H -0.39 3.81 -4.92
H -0.71 3.53 -3.18
H -1.93 3.08 -4.40
```

The orbital gap (alpha / beta) comes out at 0.2340 / 0.2339 hartree. The calculation puts the molecular weight at 1092.97 Da. Its total charge is +2.